[1]
{
  "formula": "C18H26FOSi2",
  "method": "wB97M-V/def2-TZVPD",
  "e_homo_ev": -10.926,
  "lumo_ha": -0.2710,
  "multiplicity": 1,
  "e_tot_ha": -1455.36227,
  "total_charge": 1,
  "homo_lumo_gap_ev": 3.55,
  "species": ["C", "Si", "C", "H", "O", "Si", "C", "C", "C", "H", "H", "H", "H", "H", "H", "H", "H", "H", "H", "H", "H", "H", "H", "H", "F", "C", "C", "C", "C", "C", "C", "C", "C", "C", "C", "C", "C", "C", "H", "H", "H", "H", "H", "H", "H", "H", "H", "H"],
  "coordinates": [[1.730, -0.585, -3.137], [0.840, -2.300, -3.017], [1.557, -3.237, -1.490], [0.579, 0.977, 0.594], [-0.729, -1.892, -2.548], [-2.391, -1.687, -2.521], [-3.214, -3.197, -3.286], [-3.033, -1.510, -0.777], [-2.892, -0.210, -3.566], [2.541, -0.424, -2.394], [2.171, -0.493, -4.140], [1.025, 0.266, -3.039], [2.632, -3.057, -1.318], [1.050, -2.998, -0.536], [1.382, -4.311, -1.606], [-4.308, -3.173, -3.191], [-2.982, -3.247, -4.361], [-2.863, -4.125, -2.813], [-3.786, -0.715, -0.698], [-3.529, -2.436, -0.455], [-2.255, -1.293, -0.036], [-3.770, 0.306, -3.156], [-2.091, 0.534, -3.659], [-3.165, -0.530, -4.580], [4.477, 3.732, 1.930], [4.007, 2.438, 1.962], [4.913, 1.405, 2.178], [4.456, 0.080, 2.159], [3.111, -0.190, 1.918], [2.213, 0.879, 1.832], [0.750, 0.625, 1.584], [-0.347, 1.432, 2.272], [-1.619, 1.360, 1.650], [-2.698, 2.083, 2.148], [-2.468, 3.022, 3.173], [-1.205, 3.132, 3.776], [-0.149, 2.307, 3.346], [2.651, 2.208, 1.753], [5.960, 1.615, 2.393], [5.136, -0.767, 2.294], [2.713, -1.209, 1.825], [0.502, -0.461, 1.630], [-1.737, 0.731, 0.756], [-3.693, 1.964, 1.701], [-3.278, 3.664, 3.509], [-1.004, 3.890, 4.547], [0.830, 2.353, 3.840], [1.978, 3.044, 1.552]],
  "atomic_forces_ev_per_a": [[0.1, 0.1, -1.6], [-2.1, 3.8, 5.6], [0.1, -1.3, -0.6], [0.0, -0.3, -1.4], [3.3, -1.5, -1.7], [-2.5, 0.1, -0.5], [0.6, -0.1, -0.1], [0.3, -0.1, 0.5], [0.4, 0.1, -0.1], [-0.5, -0.8, -0.3], [0.2, 0.3, 0.3], [0.0, -0.9, -0.1], [-0.4, 0.0, -0.6], [-0.4, 0.5, -0.9], [0.3, -0.1, 0.1], [0.3, 0.2, 0.1], [-0.1, -0.1, 0.2], [-0.1, 0.1, -0.1], [0.2, -0.1, -0.2], [0.2, 0.1, -0.1], [-0.1, 0.0, -0.1], [0.2, -0.2, 0.0], [-0.2, 0.0, 0.0], [0.1, 0.0, 0.2], [-0.4, -1.2, 0.0], [0.2, 0.5, -0.2], [0.1, -0.4, 0.3], [0.0, 0.0, -0.4], [-0.3, 0.5, 0.4], [-0.5, 0.2, -0.5], [-0.5, -0.5, 0.4], [-0.4, 0.3, 0.2], [0.4, 0.0, 0.5], [0.4, 0.4, 0.1], [0.3, -0.3, 0.2], [0.0, -0.1, -0.4], [-0.3, -0.2, -0.1], [0.8, -0.2, 0.5], [-0.3, 0.1, -0.1], [0.0, 0.5, 0.0], [0.3, 0.4, 0.3], [0.3, 0.7, 0.0], [0.0, 0.2, 0.5], [0.5, 0.2, 0.2], [0.1, -0.1, 0.0], [-0.3, -0.5, -0.3], [-0.4, 0.1, -0.3], [0.2, -0.3, 0.2]],
  "mulliken_charge": [-0.88, 0.43, -0.92, 0.44, 0.24, 0.36, -1.11, -0.94, -1.06, 0.34, 0.38, 0.28, 0.38, 0.30, 0.37, 0.35, 0.34, 0.30, 0.32, 0.40, 0.20, 0.35, 0.31, 0.31, -0.31, 0.36, -0.58, -0.48, -0.77, 0.73, -0.93, 0.48, -0.19, -0.56, -0.45, -0.65, -0.11, -0.73, 0.42, 0.38, 0.39, 0.38, 0.07, 0.37, 0.36, 0.37, 0.45, 0.52]
}


[2]
{
  "formula": "C18H26N3O2PdSTe",
  "method": "wB97M-V/def2-TZVPD",
  "de_lowest_kj_mol": 160.7,
  "e_homo_ev": [-4.262, -4.302],
  "lumo_ha": [0.0689, 0.0655],
  "multiplicity": 1,
  "e_tot_ha": -1810.31429,
  "total_charge": -1,
  "homo_lumo_gap_ev": [6.14, 6.08],
  "species": ["Pd", "O", "C", "O", "C", "C", "C", "C", "C", "C", "S", "H", "H", "H", "H", "N", "N", "H", "H", "H", "H", "C", "N", "C", "C", "C", "C", "C", "C", "C", "C", "H", "H", "H", "H", "H", "H", "H", "H", "H", "H", "H", "H", "C", "Te", "C", "H", "H", "H", "H", "H", "H"],
  "coordinates": [[0.792, 0.332, -0.132], [2.340, 4.215, 0.426], [1.526, 3.299, 0.590], [1.700, 2.221, 1.242], [0.162, 3.469, -0.048], [-0.756, 4.327, 0.551], [-2.030, 4.504, 0.031], [-2.402, 3.813, -1.117], [-1.495, 2.954, -1.720], [-0.204, 2.776, -1.208], [0.917, 1.674, -2.049], [-0.452, 4.861, 1.444], [-2.729, 5.172, 0.521], [-3.395, 3.932, -1.535], [-1.779, 2.399, -2.607], [1.986, -2.884, 0.229], [1.907, -2.825, -1.200], [2.236, -3.832, 0.476], [1.105, -2.642, 0.682], [1.044, -3.253, -1.522], [1.843, -1.845, -1.460], [-1.332, -2.137, -1.684], [-2.583, -1.535, -1.284], [-3.529, -2.539, -0.846], [-2.398, -0.451, -0.312], [-1.748, -0.827, 1.012], [-2.548, -1.363, 2.029], [-2.030, -1.693, 3.272], [-0.684, -1.453, 3.526], [0.113, -0.899, 2.532], [-0.393, -0.596, 1.260], [-1.479, -2.760, -2.571], [-0.892, -2.765, -0.891], [-0.607, -1.358, -1.926], [-3.704, -3.253, -1.655], [-4.483, -2.070, -0.595], [-3.188, -3.109, 0.032], [-3.388, -0.032, -0.110], [-1.816, 0.335, -0.794], [-3.608, -1.501, 1.842], [-2.672, -2.108, 4.040], [-0.264, -1.676, 4.501], [1.150, -0.679, 2.758], [4.604, -1.306, -0.595], [3.430, 0.125, 0.423], [4.238, 1.708, -0.698], [5.642, -1.020, -0.426], [4.375, -1.309, -1.658], [4.388, -2.279, -0.167], [5.316, 1.554, -0.738], [3.982, 2.638, -0.186], [3.793, 1.692, -1.686]],
  "atomic_forces_ev_per_a": [[-1.3, 0.5, -0.6], [0.0, 0.0, 0.1], [0.2, 0.0, 0.0], [-0.1, 0.0, -0.1], [-0.2, 0.1, 0.1], [0.0, 0.0, 0.0], [0.0, 0.0, -0.1], [0.2, 0.0, 0.1], [0.0, 0.0, -0.1], [0.0, -0.1, -0.1], [0.3, 0.0, 0.0], [0.0, 0.0, 0.0], [0.0, 0.0, 0.0], [0.0, 0.0, 0.0], [0.0, 0.0, 0.0], [0.0, -0.1, 0.1], [-0.1, -0.3, 0.0], [0.0, 0.0, 0.0], [0.1, 0.0, -0.1], [0.0, 0.0, 0.0], [0.1, 0.1, 0.1], [0.1, 0.0, 0.0], [-0.1, 0.1, 0.0], [0.0, -0.1, 0.0], [0.0, -0.2, 0.1], [-0.1, 0.1, -0.1], [0.0, 0.0, 0.0], [0.1, 0.0, -0.1], [0.0, 0.1, -0.1], [-0.3, -0.1, 0.0], [1.5, -0.3, 0.6], [0.0, 0.0, 0.0], [0.0, 0.0, 0.0], [0.0, 0.1, -0.1], [0.0, 0.0, 0.0], [0.0, 0.0, 0.0], [0.0, 0.0, 0.0], [0.0, 0.0, 0.0], [0.1, 0.1, -0.1], [0.0, 0.0, 0.0], [0.0, 0.0, 0.0], [0.0, 0.0, 0.0], [0.1, 0.0, 0.0], [0.1, -0.1, -0.3], [-0.7, -0.1, 0.9], [0.0, 0.2, 0.0], [0.0, -0.1, -0.1], [0.1, -0.1, 0.0], [0.1, 0.0, 0.0], [0.0, 0.1, 0.0], [0.0, 0.0, -0.1], [0.1, 0.1, 0.0]],
  "mulliken_charge": [-0.22, -0.72, 0.04, -0.56, 0.65, -0.40, -0.56, -0.59, -0.64, 0.33, -0.42, 0.42, 0.37, 0.38, 0.37, -0.30, -0.55, 0.22, 0.11, 0.35, 0.23, -0.91, 0.14, -0.96, -1.30, 2.19, -0.42, -0.71, -0.54, 0.12, -1.17, 0.33, 0.28, 0.23, 0.32, 0.31, 0.33, 0.65, -0.20, 0.37, 0.36, 0.40, 0.33, -1.22, 0.54, -1.06, 0.40, 0.37, 0.31, 0.42, 0.26, 0.32]
}


[3]
{
  "formula": "C18H26N3PtSi",
  "method": "wB97M-V/def2-TZVPD",
  "de_lowest_kj_mol": 5.4,
  "e_homo_ev": -11.017,
  "lumo_ha": -0.0959,
  "multiplicity": 1,
  "e_tot_ha": -1274.37395,
  "total_charge": 1,
  "homo_lumo_gap_ev": 8.41,
  "species": ["Pt", "C", "C", "N", "C", "C", "N", "C", "C", "N", "H", "H", "H", "H", "H", "H", "H", "H", "H", "H", "H", "H", "H", "H", "H", "C", "C", "C", "C", "C", "C", "Si", "C", "C", "C", "C", "C", "C", "H", "H", "H", "H", "H", "H", "H", "H", "H", "H", "H"],
  "coordinates": [[-0.363, -0.385, 0.008], [-0.201, -2.043, -2.838], [-1.552, -2.498, -2.307], [-2.296, -1.425, -1.665], [-2.658, -0.268, -2.465], [-2.231, 1.056, -1.835], [-0.797, 1.090, -1.434], [0.142, 1.011, -2.598], [1.214, -0.058, -2.407], [0.615, -1.293, -1.857], [0.345, -2.921, -3.188], [-0.337, -1.411, -3.717], [-2.090, -2.958, -3.148], [-1.402, -3.277, -1.558], [-3.065, -1.774, -1.115], [-2.222, -0.367, -3.461], [-3.737, -0.211, -2.630], [-2.429, 1.868, -2.541], [-2.810, 1.240, -0.931], [-0.643, 1.971, -0.956], [-0.446, 0.803, -3.492], [0.612, 1.981, -2.757], [1.713, -0.236, -3.365], [1.962, 0.280, -1.692], [1.357, -1.885, -1.501], [1.931, -3.205, 0.899], [0.575, -3.230, 0.775], [-0.203, -2.153, 1.295], [0.422, -1.084, 1.980], [1.852, -1.083, 2.043], [2.578, -2.118, 1.536], [-0.667, 0.416, 2.132], [0.139, 1.972, 2.712], [1.185, 2.554, 1.988], [1.799, 3.716, 2.431], [1.369, 4.317, 3.606], [0.330, 3.757, 4.336], [-0.282, 2.595, 3.890], [2.523, -4.032, 0.527], [0.080, -4.081, 0.325], [-1.280, -2.278, 1.359], [2.352, -0.250, 2.523], [3.657, -2.122, 1.628], [-1.928, 0.157, 2.859], [1.529, 2.087, 1.070], [2.610, 4.154, 1.864], [1.844, 5.226, 3.952], [-0.003, 4.226, 5.253], [-1.094, 2.169, 4.468]],
  "atomic_forces_ev_per_a": [[0.0, 0.1, -0.3], [0.1, 0.0, 0.0], [-0.1, 0.0, 0.0], [0.2, 0.1, 0.2], [0.0, -0.1, -0.1], [0.0, 0.1, 0.0], [0.0, 0.1, 0.0], [0.0, 0.0, 0.0], [-0.1, -0.1, 0.0], [0.0, 0.2, -0.1], [0.0, 0.0, 0.0], [0.0, 0.0, 0.0], [0.0, 0.0, 0.0], [0.0, 0.0, 0.0], [0.0, 0.0, 0.0], [0.0, 0.0, 0.0], [0.0, 0.0, 0.0], [0.0, 0.0, 0.0], [0.0, 0.0, 0.0], [0.0, 0.0, 0.0], [0.0, 0.0, 0.0], [0.0, 0.0, 0.0], [0.0, 0.0, 0.0], [0.0, 0.0, 0.0], [0.0, 0.0, 0.0], [0.0, -0.2, -0.1], [0.1, -0.1, 0.1], [-0.2, -0.3, 0.0], [0.1, 0.2, 0.1], [0.1, 0.0, 0.0], [0.0, 0.1, 0.1], [-0.1, -0.1, 0.0], [0.0, 0.1, 0.0], [0.0, 0.0, 0.0], [0.0, 0.0, 0.0], [0.0, 0.0, 0.0], [0.0, 0.0, 0.0], [0.0, 0.0, 0.0], [0.0, 0.0, 0.0], [0.0, 0.0, 0.0], [0.0, -0.2, 0.2], [0.0, 0.0, 0.0], [0.0, 0.0, 0.0], [0.0, 0.0, 0.0], [0.0, 0.0, 0.0], [0.0, 0.0, 0.0], [0.0, 0.0, 0.0], [0.0, 0.0, 0.0], [0.0, 0.0, 0.0]],
  "mulliken_charge": [0.89, -0.59, -0.96, -0.06, -0.80, -0.77, -0.25, -0.49, -1.00, -0.51, 0.46, 0.33, 0.42, 0.33, 0.30, 0.27, 0.48, 0.44, 0.44, 0.42, 0.29, 0.45, 0.41, 0.47, 0.31, -0.43, -0.83, -0.62, 0.46, -0.39, -0.67, -0.11, 0.37, 0.19, -0.74, -0.37, -0.60, -0.52, 0.43, 0.49, 0.61, 0.48, 0.44, -0.20, 0.27, 0.39, 0.39, 0.39, 0.34]
}